Computed, not measured: a 7-piece molecular cluster, C5H27N3O6 overall at a distorted geometry, with ωB97M-V/def2-TZVPD.

Properties
Energy relative to the best compared isomer or geometry (same formula, charge and spin): 121.0 kcal per mole
Structure (SMILES): CN[C@@H](C)CNCN.O.O.O.O.O.O
Charge: 0
HOMO-LUMO gap: 8.38 eV
Highest occupied orbital energy: -0.29625 Ha

Each line ends with the natural charge from an NBO analysis.
CARTESIAN COORDINATES (ANGSTROEM)
C1 0.598 0.495 0.771  -0.234
N1 1.259 -0.313 -0.278  -0.711
C2 0.197 -0.536 -1.369  -0.048
N2 -0.732 -1.408 -0.867  -0.920
C3 -0.118 -0.358 1.857  -0.095
C4 -1.480 0.214 2.289  -0.654
N3 0.949 -0.567 2.956  -0.652
C5 0.362 -1.754 3.629  -0.432
H1 1.432 1.240 1.243  0.227
H2 -0.095 1.154 0.182  0.198
H3 1.810 -1.144 -0.235  0.381
H4 0.560 -0.886 -2.477  0.151
H5 -0.179 0.530 -1.532  0.194
H6 -0.272 -2.257 -0.374  0.395
H7 -1.542 -1.014 -0.410  0.400
H8 -0.201 -1.394 1.510  0.201
H9 -2.131 0.108 1.483  0.224
H10 -2.037 -0.347 3.176  0.211
H11 -1.583 1.335 2.465  0.221
H12 1.026 0.288 3.306  0.361
H13 1.144 -2.243 4.119  0.190
H14 -0.028 -2.474 2.931  0.209
H15 -0.422 -1.384 4.409  0.183
H16 -2.053 -2.411 -2.201  0.480
H17 -2.724 -2.000 -3.317  0.447
O1 -2.907 -2.517 -2.576  -0.941
H18 1.925 0.774 -3.693  0.472
H19 2.541 1.354 -2.438  0.488
O2 1.884 1.744 -3.166  -0.961
H20 -2.098 1.757 -1.590  0.494
H21 -3.208 0.709 -1.976  0.476
O3 -2.764 1.163 -1.252  -0.970
H22 1.980 -4.036 1.469  0.477
H23 1.658 -2.544 1.645  0.488
O4 1.349 -3.384 1.025  -0.967
H24 0.306 2.721 -1.622  0.481
H25 -0.348 3.522 -2.644  0.477
O5 -0.481 3.173 -1.786  -0.947
H26 2.734 3.921 0.724  0.478
H27 1.580 3.914 -0.315  0.471
O6 1.988 3.379 0.308  -0.945



Computed, not measured: an isolated ion of composition C5H10O2S and charge +1 at a distorted geometry, with ωB97M-V/def2-TZVPD.

Properties
Energy relative to the best compared isomer or geometry (same formula, charge and spin): 11.2 kcal per mole
Spin multiplicity: 2
Charge: +1
HOMO-LUMO gap (spin up / spin down): 10.33 / 5.05 eV
Highest occupied orbital energy (spin up / spin down): -0.49618 / -0.49602 Ha

Each line ends with the Löwdin spin population.
CARTESIAN COORDINATES (ANGSTROEM)
O1 -0.987 -2.753 2.547  0.001
C1 -0.798 -2.440 1.411  0.000
O2 -0.609 -3.278 0.373  0.000
C2 -1.087 -1.046 0.849  0.002
C3 0.179 -0.704 -0.029  0.001
C4 0.124 0.651 -0.746  0.092
S1 1.321 1.760 -0.027  0.714
C5 1.232 3.310 -0.861  0.090
H1 -0.614 -4.232 0.529  0.000
H2 -2.014 -1.265 0.232  0.001
H3 -1.231 -0.311 1.624  0.000
H4 0.326 -1.502 -0.791  0.000
H5 0.998 -0.746 0.710  0.000
H6 0.492 0.483 -1.800  0.035
H7 -0.931 0.975 -0.811  0.018
H8 1.104 3.251 -1.953  0.015
H9 0.383 3.917 -0.532  0.030
H10 2.112 3.929 -0.727  0.001



Computed, not measured: C39H45Cl3KN5O3P as an isolated structure, with ωB97M-V/def2-TZVPD.

Properties
Energy relative to the best compared isomer or geometry (same formula, charge and spin): 0.0 kcal per mole
Charge: -1
HOMO-LUMO gap: 5.72 eV
Highest occupied orbital energy: -0.13154 Ha

Each line ends with the Mulliken charge.
CARTESIAN COORDINATES (ANGSTROEM)
K1 0.577 0.591 -0.356  0.590
C1 -1.729 -1.873 -0.731  -1.101
N1 -2.052 -0.495 -1.098  1.588
C2 -2.357 -0.418 -2.513  -1.420
C3 -3.022 0.079 -0.224  0.039
C4 -4.270 0.488 -0.672  0.032
C5 -5.210 1.050 0.192  -0.968
C6 -4.895 1.170 1.537  -1.004
C7 -3.650 0.775 2.002  -0.330
C8 -2.655 0.264 1.146  -1.086
N2 -1.354 0.075 1.512  1.905
C9 -1.015 -0.433 2.722  -0.481
C10 -1.828 -1.276 3.510  -0.660
C11 -1.359 -1.894 4.661  -0.978
C12 -0.056 -1.708 5.082  -1.053
C13 0.768 -0.850 4.346  -0.130
C14 0.314 -0.198 3.213  -0.017
N3 1.130 0.718 2.491  1.420
C15 0.605 2.077 2.534  -0.681
C16 2.546 0.702 2.783  -1.269
H1 -2.577 -2.547 -0.927  0.224
H2 -1.458 -1.929 0.319  0.107
H3 -0.879 -2.217 -1.328  0.385
H4 -3.208 -1.061 -2.799  0.350
H5 -1.483 -0.731 -3.084  0.191
H6 -2.586 0.606 -2.799  0.298
H7 -4.527 0.374 -1.717  0.404
H8 -6.174 1.365 -0.185  0.385
H9 -5.615 1.592 2.229  0.340
H10 -3.393 0.917 3.045  0.414
H11 -2.835 -1.481 3.169  0.417
H12 -2.022 -2.549 5.217  0.422
H13 0.324 -2.202 5.967  0.348
H14 1.781 -0.678 4.690  0.343
H15 0.705 2.515 3.539  0.321
H16 -0.442 2.063 2.245  -0.057
H17 1.161 2.703 1.832  0.187
H18 2.785 1.068 3.796  0.357
H19 3.059 1.346 2.065  0.159
H20 2.944 -0.307 2.677  0.236
Cl1 8.135 3.467 -0.321  -0.265
C17 6.668 2.536 -0.503  0.316
C18 5.439 3.169 -0.443  -0.785
C19 4.289 2.420 -0.585  0.995
Cl2 2.748 3.237 -0.521  -0.170
C20 4.261 1.004 -0.785  -1.706
O1 3.191 0.333 -0.912  0.143
C21 5.574 0.444 -0.847  0.545
Cl3 5.690 -1.275 -1.114  -0.237
C22 6.739 1.169 -0.708  -0.758
H21 5.375 4.237 -0.288  0.447
H22 7.696 0.668 -0.761  0.444
C23 3.101 -2.829 1.486  -1.583
P1 1.662 -2.552 0.374  1.948
C24 2.391 -3.139 -1.206  -1.355
C25 0.624 -3.980 0.866  0.139
C26 0.033 -3.924 2.129  -0.214
C27 -0.815 -4.931 2.560  -0.679
C28 -1.101 -6.008 1.730  -0.547
C29 -0.530 -6.068 0.468  -0.685
C30 0.328 -5.061 0.039  -0.470
H23 3.511 -3.834 1.375  0.488
H24 2.783 -2.683 2.519  0.403
H25 3.870 -2.093 1.246  0.327
H26 2.852 -4.126 -1.123  0.412
H27 3.150 -2.409 -1.488  -0.004
H28 1.628 -3.166 -1.987  0.327
H29 0.218 -3.075 2.777  -0.003
H30 -1.267 -4.858 3.541  0.428
H31 -1.773 -6.790 2.062  0.371
H32 -0.752 -6.899 -0.191  0.391
H33 0.761 -5.128 -0.950  0.288
C31 -2.400 3.618 0.251  -1.019
C32 -1.771 3.251 -1.061  0.534
O2 -0.617 2.871 -1.130  -0.686
C33 -2.587 3.374 -2.312  0.693
C34 -3.927 3.746 -2.279  -0.330
C35 -4.657 3.826 -3.456  -0.809
C36 -4.049 3.532 -4.668  -0.425
C37 -2.713 3.152 -4.705  -0.472
C38 -1.982 3.072 -3.531  -0.415
H34 -1.665 3.497 1.042  0.046
H35 -3.255 2.970 0.454  0.051
H36 -2.760 4.649 0.226  0.634
H37 -4.411 3.948 -1.333  0.344
H38 -5.702 4.107 -3.425  0.396
H39 -4.621 3.588 -5.586  0.390
H40 -2.242 2.903 -5.647  0.423
H41 -0.953 2.735 -3.541  0.345
N4 2.465 -0.461 -3.639  -0.509
C39 1.767 0.729 -3.697  0.521
N5 2.541 1.857 -3.625  -0.371
O3 0.554 0.781 -3.865  -0.450
H42 3.144 -0.484 -2.882  0.140
H43 1.831 -1.246 -3.591  0.296
H44 3.449 1.764 -3.195  0.196
H45 2.030 2.673 -3.328  0.301



Computed, not measured: a 2-piece molecular cluster, C4H14NO3 overall at a distorted geometry, with ωB97M-V/def2-TZVPD.

Properties
Energy relative to the best compared isomer or geometry (same formula, charge and spin): 43.3 kcal per mole
Charge: +1
HOMO-LUMO gap: 11.34 eV
Highest occupied orbital energy: -0.53354 Ha

Each line ends with the natural charge from an NBO analysis.
CARTESIAN COORDINATES (ANGSTROEM)
C1 -1.224 -0.489 1.637  -0.038
O1 -1.913 -1.274 0.734  -0.782
C2 0.083 0.034 0.728  -0.072
C3 -0.057 1.331 -0.048  0.056
C4 -1.440 1.636 -0.300  -0.642
O2 0.781 1.255 -1.220  -0.742
N1 0.450 -1.046 -0.271  -0.722
H1 -1.715 0.362 2.125  0.195
H2 -0.813 -1.153 2.348  0.175
H3 -2.727 -1.888 1.023  0.526
H4 0.879 0.023 1.503  0.227
H5 0.441 2.225 0.496  0.222
H6 -2.085 1.572 0.631  0.237
H7 -1.784 0.922 -1.043  0.205
H8 -1.496 2.661 -0.769  0.250
H9 0.389 0.997 -2.075  0.483
H10 1.496 -0.976 -0.573  0.499
H11 -0.279 -0.995 -1.033  0.450
H12 0.458 -1.996 0.089  0.436
H13 3.594 -0.353 -1.770  0.514
H14 3.783 -1.657 -0.780  0.503
O3 3.179 -1.191 -1.433  -0.979



Computed, not measured: the molecule C4H9NOS at a distorted geometry, with ωB97M-V/def2-TZVPD.

Properties
Energy relative to the best compared isomer or geometry (same formula, charge and spin): 120.9 kcal per mole
Charge: 0
HOMO-LUMO gap: 8.75 eV
Highest occupied orbital energy: -0.31608 Ha

Each line ends with the natural charge from an NBO analysis.
CARTESIAN COORDINATES (ANGSTROEM)
C1 -1.317 0.309 -1.692  -0.430
N1 -0.835 -0.794 -0.787  -0.612
C2 0.432 -0.320 -0.246  -0.138
C3 0.897 -1.206 0.897  -0.478
S1 1.723 -0.183 2.192  0.130
C4 0.111 0.777 0.954  0.271
O1 -1.052 1.310 1.231  -0.618
H1 -2.379 0.262 -1.946  0.209
H2 -0.752 0.333 -2.710  0.186
H3 -1.236 1.243 -1.204  0.192
H4 -1.535 -0.662 0.060  0.373
H5 1.172 0.075 -0.936  0.223
H6 1.741 -1.930 0.406  0.222
H7 0.094 -1.637 1.405  0.239
H8 2.121 0.838 1.515  0.126
H9 0.816 1.586 0.861  0.106



| no. | DFT total energy (eV) | molar mass (g/mol) |
| --- | --- | --- |
| 1 | -22374.201 | 225.29 |
| 2 | -20268.651 | 134.20 |
| 3 | -117953.680 | 808.25 |
| 4 | -11999.932 | 124.16 |
| 5 | -18662.286 | 119.19 |